<w>
The following is a quantum chemistry calculation of an isolated ion of composition C3H7O2 and charge -1, from OMol25.

Calculated values
Molecular weight   75.09 u
HOMO energy   -2.134 eV
SMILES   [O-]CCCO

Structure (ORCA input):
```
! RIJCOSX wB97M-V def2-TZVPD def2/J DEFGRID3
* xyz -1 1
O -2.54946 -0.89147 0.06391
O 2.23604 0.08300 -0.53186
C -0.19209 -0.40252 -0.35679
C -1.48175 -0.17935 0.46172
C 0.99053 0.36776 0.19885
H -1.65727 0.92604 0.44129
H 2.04985 0.42728 -1.40710
H -0.35164 -0.06838 -1.38964
H 0.85013 1.44087 0.12648
H -1.18088 -0.38837 1.52821
H 0.09517 -1.44875 -0.37305
H 1.19138 0.13389 1.23798
*
```

---

<x>
The following is a quantum chemistry calculation of C3H7O2 as an isolated structure, from OMol25.

Calculated values
Molecular weight   75.09 u
HOMO energy   -2.473 eV

Structure (ORCA input):
```
! RIJCOSX wB97M-V def2-TZVPD def2/J DEFGRID3
* xyz -1 1
O 0.10861 3.40880 1.41325
O 0.16296 -0.70716 0.61676
C 0.33911 2.26742 1.09735
C -0.46180 -1.66829 -0.05275
C -0.52648 -1.78370 -1.41078
H -1.08624 -2.52842 -1.92032
H -0.36654 1.43056 1.16464
H -1.11398 -2.41238 0.46551
H 1.72247 -6.34342 -5.99486
H -0.22867 -0.95392 -1.90198
H 1.54340 -5.69710 -6.41730
H 1.25203 1.99898 0.56128
*
```

---

<y>
The following is a quantum chemistry calculation of an isolated ion of composition C3H7O2 and charge -1, from OMol25.

Calculated values
Molecular weight   75.09 u
HOMO energy   -2.064 eV
SMILES   [O-]CCCO

Structure (ORCA input):
```
! RIJCOSX wB97M-V def2-TZVPD def2/J DEFGRID3
* xyz -1 1
O 0.00314 -2.17185 -0.68362
O 0.89591 1.61950 0.77083
C -0.79292 0.05446 -0.12493
C -0.39662 1.50018 0.40416
C 0.41626 -0.89335 -0.15240
H -1.19730 0.18471 -1.13201
H -1.52685 -0.42331 0.53197
H -0.70737 2.24604 -0.37046
H 0.02181 -2.22677 -1.64132
H 1.26550 -0.49668 -0.69375
H -1.13569 1.67288 1.22817
H 0.58362 -1.02511 0.91437
*
```

---

Pick <w>: it beats the second-best structure by 0.0109 hartree.

---

<w>
The following is a quantum chemistry calculation of a 2-piece molecular cluster, C6H13N2O2 overall, from OMol25.

Calculated values
Molecular weight   145.18 u
HOMO energy   -12.272 eV

Structure (ORCA input):
```
! RIJCOSX wB97M-V def2-TZVPD def2/J DEFGRID3
* xyz 1 1
O 1.60039 0.11146 -0.17546
O 2.92020 -1.22639 0.92654
N -1.02263 -0.34623 -1.28267
N -1.26123 0.59926 0.77214
C -1.40215 0.80749 -2.05520
C -1.95636 1.23408 1.61915
C -0.90414 -1.79507 0.62916
C 1.82517 -1.08884 0.21912
C -1.11032 -0.45856 0.03674
C 2.46665 1.23352 0.09954
H -3.01735 1.10095 1.87936
H 2.98755 1.09710 0.99027
H -0.39778 1.12623 -2.60389
H -1.45734 1.79834 2.33642
H -0.83800 -1.28504 -1.64095
H 1.86723 2.04273 0.21879
H -1.68305 -2.43352 0.12018
H 3.18297 1.40466 -0.62892
H -1.73909 1.66473 -1.54008
H -1.00630 -1.81480 1.66502
H 2.96663 -2.22943 1.12244
H 0.07901 -2.03855 0.19146
H -2.10006 0.49584 -2.89915
*
```

---

<x>
The following is a quantum chemistry calculation of an isolated ion of composition C6H13N2O2 and charge +1, from OMol25.

Calculated values
Molecular weight   145.18 u
HOMO energy   -14.443 eV
SMILES   C[N@@H+]1CCC[C@@]1(O)C(N)=O

Structure (ORCA input):
```
! RIJCOSX wB97M-V def2-TZVPD def2/J DEFGRID3
* xyz 1 1
O -1.73851 -0.07492 1.62238
O -0.80280 0.23255 -1.75123
N 0.21580 0.67850 0.42396
N -3.18110 0.37569 -0.13221
C -0.67365 -0.20790 -0.44873
C 1.61144 0.05054 0.51760
C -0.03873 -1.55722 -0.29895
C 1.17044 -1.40758 0.75316
C -2.07053 0.02398 0.42962
C 0.23804 2.06573 0.19563
H -3.93869 0.73261 0.49058
H 0.81674 -1.34842 1.79584
H -0.19677 0.42592 1.31145
H -3.35988 0.25252 -1.08722
H 1.88009 -2.09625 0.46969
H -0.77987 2.41585 0.08722
H 2.13076 0.46599 1.31720
H 0.42045 -1.93752 -1.25909
H 2.18230 0.26719 -0.46408
H 0.65352 2.17285 -0.80970
H 0.79216 2.70086 0.80593
H 0.03525 -0.00097 -2.21996
H -0.66522 -2.45439 -0.07404
*
```

---

Pick <x>: it beats the second-best structure by 0.1235 hartree.